Below is a 2-piece molecular cluster, C7H14N overall, with properties calculated with the ωB97M-V functional and the def2-TZVPD basis.

Last column: natural (NBO) charge in e.
Geometry (Å):
C 1.783 2.663 -0.883  -0.0767
C 0.882 1.151 0.864  0.1446
C 1.125 -0.710 -1.150  -0.6960
C -1.727 -0.054 -0.511  -0.5730
C -1.587 -1.380 1.683  -0.6071
C 0.486 -0.907 0.171  0.1289
C -0.944 -1.081 0.258  -0.3369
N 1.394 1.903 0.087  -0.2767
H 1.236 3.369 -1.503  0.2569
H 2.936 2.727 -0.984  0.2448
H 0.878 1.126 1.944  0.2534
H 0.922 -1.378 -1.908  0.2592
H 0.901 0.307 -1.541  0.2257
H 2.256 -0.735 -0.983  0.2340
H -1.409 0.924 0.010  0.1939
H -1.313 -0.027 -1.611  0.2153
H -2.749 -0.278 -0.488  0.2395
H -0.874 -1.213 2.551  0.2169
H -2.012 -2.344 1.593  0.2373
H -2.358 -0.656 1.911  0.2256
H 1.163 -1.424 0.836  0.2266
H -0.991 -1.979 -0.348  0.2635

Computed properties:
- max |F| (eV/Å) = 4.23
- total energy (a.u.) = -329.46425
- Kohn-Sham gap (eV) = 8.9
- energy relative to the best compared isomer or geometry (same formula, charge and spin) (eV) = 3.899
- total charge = +1